Record 1
{
  "formula": "C6H14N2O2",
  "method": "ωB97M-V/def2-TZVPD",
  "symbols": ["C", "C", "C", "O", "N", "H", "H", "H", "H", "H", "H", "H", "C", "C", "C", "O", "N", "H", "H", "H", "H", "H", "H", "H"],
  "coordinates": [[0.3694, -1.8712, 1.5951], [-2.6406, 0.2016, 1.6046], [-0.4479, -0.5927, 1.4385], [0.0302, 0.5582, 1.5227], [-1.7723, -0.8575, 1.3594], [1.5283, -1.6046, 1.4866], [-2.0092, -1.7467, 1.8570], [-2.1685, 1.0408, 2.1282], [0.1888, -2.5825, 2.3204], [0.4119, -2.4017, 0.6276], [-2.9181, 0.5092, 0.5612], [-3.5255, -0.2971, 2.1540], [0.6701, 2.6145, -1.6649], [1.6175, -1.0575, -1.3524], [1.1432, 0.2739, -1.9528], [0.9027, 0.3604, -3.1612], [0.7248, 1.3060, -1.1075], [0.8508, 1.3014, -0.1141], [0.9037, 2.5619, -2.7472], [2.6251, -1.1083, -1.8637], [-0.4428, 2.9457, -1.6267], [1.2366, 3.2655, -1.0611], [1.7311, -0.9401, -0.3157], [0.9909, -1.8791, -1.6881]],
  "energy_ev": -13514.6674,
  "e_homo_ev": [-13.630, -13.623],
  "charge": 1,
  "de_lowest_kj_mol": 201.9,
  "fmax_ev_per_a": 6.26,
  "e_lumo_ha": [-0.128, -0.316],
  "s_squared": 0.78,
  "homo_lumo_gap_ev": [10.1, 5.0],
  "spin_multiplicity": 2
}

Record 2
{
  "formula": "C41H35BN15O5S2V",
  "method": "ωB97M-V/def2-TZVPD",
  "symbols": ["V", "C", "C", "N", "N", "C", "B", "N", "C", "C", "C", "N", "N", "C", "C", "C", "N", "N", "C", "C", "C", "N", "H", "H", "H", "H", "H", "H", "H", "H", "H", "H", "H", "H", "N", "C", "C", "C", "C", "C", "C", "S", "O", "O", "N", "C", "N", "C", "C", "C", "N", "H", "H", "H", "H", "H", "H", "H", "H", "H", "C", "C", "C", "C", "C", "C", "C", "C", "C", "C", "H", "H", "H", "H", "H", "H", "H", "N", "C", "N", "C", "N", "C", "C", "C", "C", "C", "C", "C", "S", "O", "O", "O", "H", "H", "H", "H", "H", "H", "H"],
  "coordinates": [[1.4745, 0.1427, 0.5571], [0.7787, 3.7654, -1.7616], [1.5628, 2.7826, -1.1603], [0.9404, 2.2438, -0.1138], [-0.2496, 2.8939, -0.0068], [-0.3707, 3.7850, -1.0105], [-1.3399, 2.4026, 0.9621], [-1.9753, 1.1561, 0.3180], [-3.2473, 0.8098, 0.0145], [-3.2074, -0.4009, -0.6345], [-1.8388, -0.7255, -0.6908], [-1.1054, 0.2132, -0.1205], [-0.7055, 1.9600, 2.3069], [-1.0674, 2.3136, 3.5550], [-0.4690, 1.4423, 4.4413], [0.2623, 0.5666, 3.6259], [0.1252, 0.8948, 2.3469], [-2.3862, 3.4982, 1.2858], [-2.3530, 4.8385, 1.0887], [-3.5049, 5.3789, 1.6017], [-4.2019, 4.2658, 2.1156], [-3.5251, 3.1421, 1.9347], [1.0036, 4.3411, -2.6449], [2.5411, 2.4409, -1.4513], [-1.2764, 4.3494, -1.1511], [-4.0745, 1.4383, 0.2912], [-4.0391, -0.9847, -0.9995], [-1.3612, -1.5864, -1.1348], [-1.7283, 3.1474, 3.7340], [-0.5492, 1.4414, 5.5178], [0.8872, -0.2643, 3.9090], [-1.5042, 5.3279, 0.6385], [-3.8065, 6.4140, 1.5920], [-5.1591, 4.2361, 2.6172], [-2.5621, -4.6136, -5.2839], [-1.8782, -3.4305, -4.9385], [-2.5109, -2.4479, -4.1829], [-1.8422, -1.2785, -3.8568], [-0.5305, -1.0895, -4.2654], [0.0898, -2.0404, -5.0688], [-0.5855, -3.2005, -5.4098], [0.3508, 0.3426, -3.6925], [1.3674, 0.6148, -4.6840], [-0.6617, 1.3526, -3.4988], [0.9958, 0.0682, -2.2380], [1.7908, -0.9946, -2.0406], [2.2694, -1.1317, -0.7618], [2.9410, -2.2544, -0.4643], [3.2337, -3.2109, -1.3940], [2.8177, -2.9355, -2.6917], [2.1441, -1.8598, -3.0274], [-3.2765, -4.8622, -4.6192], [-1.9448, -5.3886, -5.4597], [-3.5252, -2.6133, -3.8268], [-2.3284, -0.5001, -3.2837], [1.1001, -1.8572, -5.4053], [-0.0982, -3.9521, -6.0252], [3.2526, -2.3652, 0.5627], [3.7272, -4.1289, -1.1164], [3.0528, -3.6168, -3.5091], [4.2709, 4.6213, 2.8837], [3.0636, 3.9047, 3.0601], [2.7903, 2.8139, 2.2847], [3.6907, 2.3384, 1.2876], [3.3825, 1.1839, 0.4664], [4.3936, 0.7943, -0.3907], [5.6258, 1.4850, -0.5245], [5.8856, 2.5987, 0.2119], [4.9170, 3.0482, 1.1471], [5.1711, 4.1950, 1.9493], [4.4814, 5.4960, 3.4900], [2.3533, 4.2222, 3.8174], [1.8681, 2.2748, 2.4356], [4.2645, -0.0648, -1.0328], [6.3575, 1.1248, -1.2431], [6.8160, 3.1482, 0.1045], [6.1104, 4.7238, 1.8062], [2.4901, -0.4924, 2.0632], [3.1273, -1.0201, 2.8847], [3.9389, -1.4958, 3.7364], [3.8360, -2.2828, 4.7824], [3.8655, -2.9652, 5.7244], [-5.9828, -3.3096, 1.3491], [-4.4801, -3.3446, 1.1905], [-3.8769, -4.2373, 0.3032], [-2.4986, -4.2601, 0.1415], [-1.7052, -3.3723, 0.8617], [-2.2906, -2.4842, 1.7522], [-3.6686, -2.4832, 1.9208], [0.0486, -3.3087, 0.5231], [0.6555, -4.4229, 1.2246], [0.1570, -3.3971, -0.9232], [0.4424, -2.0006, 1.0870], [-6.4776, -3.6985, 0.4569], [-6.3332, -2.2882, 1.5187], [-6.3036, -3.9169, 2.2024], [-4.5015, -4.9091, -0.2796], [-2.0221, -4.9393, -0.5558], [-1.6586, -1.7730, 2.2739], [-4.1238, -1.7829, 2.6168]],
  "energy_ev": -123715.2640,
  "e_homo_ev": [-3.279, -3.328],
  "charge": -2,
  "de_lowest_kj_mol": 0.0,
  "fmax_ev_per_a": 2.81,
  "e_lumo_ha": [0.148, 0.148],
  "s_squared": 2.02,
  "homo_lumo_gap_ev": [7.3, 7.4],
  "spin_multiplicity": 3
}

Record 3
{
  "formula": "C17H15N5OS2",
  "method": "ωB97M-V/def2-TZVPD",
  "symbols": ["C", "H", "H", "H", "C", "C", "N", "N", "C", "N", "C", "O", "C", "C", "N", "H", "H", "C", "C", "C", "C", "C", "C", "C", "C", "N", "C", "S", "H", "C", "H", "H", "H", "H", "H", "H", "H", "S", "H", "H"],
  "coordinates": [[-2.8773, -7.5573, 0.5069], [-3.0920, -8.6177, 0.4044], [-3.5524, -7.1351, 1.2474], [-3.0606, -7.0706, -0.4488], [-1.4247, -7.3557, 0.9387], [-1.1042, -5.9182, 1.1009], [-0.7971, -5.3519, 2.2053], [-0.5596, -4.0513, 2.1285], [-0.6807, -3.5730, 0.9450], [-0.4972, -2.2838, 0.5529], [-0.1351, -1.2323, 1.3833], [0.0346, -1.3646, 2.5819], [0.0421, 0.0301, 0.7034], [0.4496, 1.1844, 1.3472], [0.6215, 1.2726, 2.6795], [1.1138, 2.0539, 3.0728], [0.5571, 0.3969, 3.1872], [0.6163, 2.2856, 0.4356], [1.0097, 3.5851, 0.6657], [1.0950, 4.4710, -0.4194], [1.4905, 5.8184, -0.2839], [1.5574, 6.6369, -1.3738], [1.2346, 6.1663, -2.6643], [0.8467, 4.8600, -2.8229], [0.7664, 3.9856, -1.7232], [0.3811, 2.7149, -1.9396], [0.3152, 1.9217, -0.9116], [-0.1666, 0.2574, -1.0407], [0.5926, 4.4664, -3.7949], [1.3173, 7.0840, -3.8445], [2.0415, 6.7067, -4.5650], [0.3527, 7.1421, -4.3463], [1.6151, 8.0851, -3.5438], [1.8626, 7.6665, -1.2554], [1.7397, 6.1893, 0.7004], [1.2502, 3.9331, 1.6616], [-0.6237, -2.0843, -0.4298], [-1.1338, -4.7933, -0.2625], [-1.2423, -7.8442, 1.8968], [-0.7583, -7.7904, 0.1893]],
  "energy_ev": -49041.7652,
  "e_homo_ev": -7.813,
  "charge": 0,
  "de_lowest_kj_mol": 0.0,
  "fmax_ev_per_a": 1.77,
  "e_lumo_ha": -0.020,
  "homo_lumo_gap_ev": 7.3,
  "smiles": "CCc1nnc(NC(=O)c2sc3nc4cc(C)ccc4cc3c2N)s1"
}

Record 4
{
  "formula": "C31H46NO2Zn",
  "method": "ωB97M-V/def2-TZVPD",
  "symbols": ["O", "C", "C", "H", "H", "C", "H", "H", "C", "H", "H", "H", "C", "H", "H", "H", "Zn", "C", "C", "C", "H", "C", "C", "H", "H", "H", "H", "C", "C", "C", "H", "C", "C", "H", "H", "H", "H", "O", "C", "C", "H", "H", "C", "H", "H", "C", "H", "H", "H", "H", "C", "C", "C", "C", "C", "C", "C", "C", "N", "C", "C", "C", "C", "H", "H", "H", "H", "H", "H", "H", "H", "H", "H", "H", "H", "H", "H", "H", "H", "H", "H"],
  "coordinates": [[0.6243, -1.7478, 0.3877], [1.3697, -1.9030, -0.8526], [1.8042, -3.3178, -0.5315], [2.2049, -1.1957, -0.8907], [0.7169, -1.8281, -1.7266], [1.1193, -3.0585, 0.8258], [2.8907, -3.4457, -0.5344], [1.2970, -4.0649, -1.1525], [2.1113, -2.8922, 1.9504], [2.7941, -2.0610, 1.7398], [2.6959, -3.8148, 2.0593], [1.5832, -2.6987, 2.8889], [-0.0096, -3.9939, 1.1728], [-0.6376, -4.1912, 0.2985], [-0.6323, -3.5713, 1.9720], [0.4198, -4.9408, 1.5261], [-1.3416, -0.1451, 0.9205], [-3.4374, -0.6213, 0.4669], [-2.9679, 0.1527, -0.6552], [-2.0178, -0.6382, -1.3680], [-3.4082, 1.0856, -1.0169], [-1.9923, -1.9357, -0.7764], [-2.8172, -1.9153, 0.3855], [-3.0826, -2.7824, 0.9963], [-4.2231, -0.3254, 1.1697], [-1.5731, -0.3621, -2.3278], [-1.5968, -2.8305, -1.2553], [-1.7634, 1.0657, 2.7672], [-1.8918, -0.3177, 3.1275], [-0.5878, -0.9106, 3.0664], [-2.8005, -0.7963, 3.5029], [0.3398, 0.0884, 2.6448], [-0.3810, 1.3102, 2.4697], [0.0681, 2.2881, 2.3097], [-2.5323, 1.8324, 2.8695], [-0.3210, -1.8895, 3.4669], [1.4268, 0.0022, 2.6550], [5.2187, -3.5934, -1.7952], [5.3259, -4.9823, -1.3974], [6.6217, -5.5769, -1.9669], [4.4599, -5.5381, -1.8063], [5.2607, -5.0473, -0.2998], [6.8453, -4.7030, -3.2246], [6.5296, -6.6392, -2.1882], [7.4518, -5.4152, -1.2647], [6.2752, -3.3510, -2.7685], [6.2412, -5.1066, -4.0504], [7.8901, -4.6495, -3.5291], [5.8737, -2.7502, -3.5965], [7.0890, -2.7653, -2.2995], [-3.1255, 6.9911, -0.2597], [-3.2684, 5.5441, 0.1155], [-4.4810, 5.0990, 0.6448], [-4.6592, 3.7483, 0.9739], [-6.0050, 3.3237, 1.5019], [-3.5911, 2.8780, 0.7942], [-2.3044, 3.2567, 0.2615], [-2.2186, 4.6498, -0.0773], [-1.3223, 2.3238, 0.1101], [-0.1283, 2.5877, -0.7062], [-0.5255, 2.9453, -2.1271], [0.8234, 3.6027, -0.0910], [0.7274, 1.3407, -0.8250], [-3.8408, 7.2827, -1.0338], [-3.2934, 7.6639, 0.5859], [-2.1282, 7.1946, -0.6459], [-5.3071, 5.7933, 0.7881], [-6.2770, 3.8722, 2.4122], [-6.8008, 3.5346, 0.7767], [-6.0575, 2.2586, 1.7377], [-3.7057, 1.8230, 1.0671], [-1.2877, 5.0429, -0.4995], [-1.1347, 3.8468, -2.1801], [0.3787, 3.1015, -2.7213], [-1.0919, 2.1097, -2.5486], [1.3147, 3.1520, 0.7747], [1.5926, 3.8518, -0.8296], [0.3424, 4.5210, 0.2368], [1.0785, 1.0045, 0.1536], [0.1764, 0.5324, -1.3103], [1.5864, 1.6120, -1.4446]],
  "energy_ev": -86893.1864,
  "e_homo_ev": -2.621,
  "charge": -1,
  "fmax_ev_per_a": 1.71,
  "e_lumo_ha": 0.079,
  "homo_lumo_gap_ev": 4.8
}

Record 5
{
  "formula": "C36H69BNO25P5",
  "method": "ωB97M-V/def2-TZVPD",
  "symbols": ["C", "C", "C", "C", "C", "C", "O", "C", "C", "C", "B", "O", "O", "C", "C", "C", "C", "O", "C", "C", "C", "C", "C", "C", "N", "C", "C", "O", "H", "H", "H", "H", "H", "H", "H", "H", "H", "H", "H", "H", "H", "H", "H", "H", "H", "H", "H", "H", "H", "H", "H", "H", "C", "O", "P", "O", "O", "C", "O", "C", "H", "H", "H", "H", "H", "H", "H", "H", "H", "C", "O", "P", "O", "O", "C", "O", "C", "H", "H", "H", "H", "H", "H", "H", "H", "H", "C", "O", "P", "O", "O", "C", "O", "C", "H", "H", "H", "H", "H", "H", "H", "H", "H", "C", "O", "P", "O", "O", "C", "O", "C", "H", "H", "H", "H", "H", "H", "H", "H", "H", "C", "O", "P", "O", "O", "C", "O", "C", "H", "H", "H", "H", "H", "H", "H", "H", "H"],
  "coordinates": [[-4.1720, 3.1554, -0.2703], [-3.5173, 3.1536, -1.2760], [-2.7957, 2.8647, -2.5240], [-1.4277, 2.2013, -2.3740], [-0.4421, 2.6427, -3.1506], [0.9216, 2.0613, -3.1517], [1.7462, 2.4574, -3.9494], [1.2112, 1.0078, -2.1392], [2.4986, 0.5284, -2.0833], [2.8739, -0.4378, -1.1508], [4.3781, -0.9702, -1.1559], [4.6956, -2.1749, -1.7431], [5.3421, -0.2167, -0.5219], [5.5833, 1.0836, -1.0751], [1.8987, -0.9155, -0.2749], [2.3321, -1.9831, 0.7032], [3.2757, -1.4568, 1.8020], [3.0163, -0.1070, 2.1380], [3.4143, 0.1147, 3.4875], [3.5268, 1.6027, 3.8032], [0.5772, -0.4373, -0.3352], [-0.4344, -1.0239, 0.6281], [-0.9119, -2.3783, 0.1422], [-1.9904, -3.1352, 0.9041], [-0.3858, -2.8827, -0.8986], [0.2025, 0.5297, -1.2827], [-1.1967, 1.0471, -1.4174], [-2.1719, 0.5967, -0.8536], [-4.6266, 3.3834, 0.6663], [-2.6159, 3.8282, -3.0107], [-3.3886, 2.2758, -3.2289], [-0.6198, 3.4598, -3.8447], [3.2224, 0.9217, -2.7889], [4.8544, -2.0925, -2.6908], [6.6018, 1.3883, -0.8528], [4.8388, 1.7764, -0.6690], [5.4108, 1.0587, -2.1579], [2.8839, -2.7558, 0.1566], [1.4933, -2.4978, 1.1637], [3.1822, -2.0774, 2.7004], [4.3091, -1.5448, 1.4342], [2.6885, -0.3623, 4.1627], [4.3870, -0.3544, 3.6916], [2.8475, 2.1461, 3.1447], [3.2449, 1.7959, 4.8366], [4.5507, 1.9323, 3.6209], [-1.2570, -0.3586, 0.8491], [0.0965, -1.1846, 1.5751], [-2.6729, -3.5374, 0.1532], [-2.5178, -2.4830, 1.5988], [-1.5514, -4.0059, 1.3971], [-0.8029, -3.7952, -1.0842], [9.6774, 0.2967, 2.2356], [8.7003, 1.1803, 2.8186], [8.4777, 1.1045, 4.4627], [7.0685, 1.5113, 4.5946], [9.5412, 2.3073, 4.7452], [9.5944, 3.4616, 3.9173], [8.8131, 0.4633, 5.9282], [10.1762, 0.1576, 6.2831], [9.7368, 0.5163, 1.1728], [10.6620, 0.4541, 2.6872], [9.3769, -0.7439, 2.3636], [8.6020, 3.7615, 3.5818], [10.2449, 3.2804, 3.0607], [10.0239, 4.2678, 4.5097], [10.7015, 1.0756, 6.5405], [10.6944, -0.3557, 5.4748], [10.1489, -0.4839, 7.1609], [6.9249, -4.9188, -7.4991], [6.2439, -5.6202, -6.4399], [5.4831, -4.7107, -5.2821], [5.5454, -5.5876, -4.1026], [4.0388, -4.7361, -6.0203], [3.5358, -5.9231, -6.6220], [5.1656, -3.2393, -4.6379], [4.7937, -2.1597, -5.5267], [7.3134, -5.6574, -8.1951], [6.2363, -4.2558, -8.0318], [7.7576, -4.3383, -7.0997], [3.8045, -6.8088, -6.0474], [3.9022, -6.0094, -7.6455], [2.4512, -5.8381, -6.6512], [3.7581, -2.2833, -5.8368], [5.4435, -2.1185, -6.3990], [4.8769, -1.2276, -4.9698], [-1.9269, 2.0558, 2.1085], [-1.1449, 2.0335, 3.3209], [-0.5782, 3.4871, 3.8714], [0.6488, 3.1012, 4.5864], [-1.8567, 3.7385, 4.8499], [-2.4095, 2.6855, 5.6288], [-0.3903, 5.0959, 3.6580], [-1.4998, 5.8890, 3.1940], [-2.2793, 1.0498, 1.9084], [-2.7903, 2.7176, 2.2228], [-1.3182, 2.3911, 1.2679], [-1.6373, 2.0122, 5.9999], [-3.1451, 2.1314, 5.0444], [-2.9174, 3.1400, 6.4779], [-2.1976, 6.0561, 4.0129], [-2.0105, 5.4122, 2.3585], [-1.1032, 6.8504, 2.8751], [-8.2236, -5.3207, -1.2270], [-7.3169, -5.4061, -0.1127], [-6.4888, -4.0080, 0.3307], [-5.3184, -4.7046, 0.9324], [-7.6508, -3.6537, 1.4300], [-8.3603, -4.6611, 2.1354], [-5.9043, -2.4773, 0.5073], [-6.7343, -1.3122, 0.2781], [-8.7122, -6.2859, -1.3381], [-8.9856, -4.5544, -1.0513], [-7.6815, -5.0928, -2.1460], [-7.7195, -5.5071, 2.3815], [-9.2214, -4.9950, 1.5550], [-8.7238, -4.2138, 3.0597], [-7.4029, -1.1560, 1.1216], [-7.3072, -1.4067, -0.6394], [-6.0712, -0.4552, 0.2010], [-7.7170, 3.6825, -3.2774], [-8.1782, 2.4436, -2.7010], [-8.5844, 2.4507, -1.0938], [-8.2969, 1.0577, -0.7052], [-10.1569, 2.7375, -1.4028], [-10.8355, 2.0968, -2.4758], [-8.7251, 3.2061, 0.3462], [-9.2409, 4.5524, 0.4038], [-7.5529, 3.5178, -4.3390], [-8.4647, 4.4714, -3.1511], [-6.7765, 3.9904, -2.8180], [-10.4974, 1.0696, -2.6089], [-10.6993, 2.6624, -3.3981], [-11.8963, 2.0891, -2.2318], [-10.3223, 4.5344, 0.2829], [-8.7895, 5.1860, -0.3575], [-9.0088, 4.9485, 1.3895]],
  "energy_ev": -138247.8935,
  "e_homo_ev": -8.675,
  "charge": 0,
  "fmax_ev_per_a": 8.24,
  "e_lumo_ha": -0.042,
  "homo_lumo_gap_ev": 7.5,
  "smiles": "[H]/N=C(\\C)Cc1c(CCOCC)c(B(O)OC)cc2c1C(=O)C(CC#C)=CC2=O.COP(=O)(OC)OC.COP(=O)(OC)OC.COP(=O)(OC)OC.COP(=O)(OC)OC.COP(=O)(OC)OC"
}